Record 1
The following is a quantum chemistry calculation of a molecular structure, C12H32F6N7O16S6 at a distorted geometry, from the Open Molecules 2025 dataset.

Results
Net charge: +1
Kohn-Sham gap, eV: 10.15

Geometry (Å):
1 H -21.28 -4.38 12.42
2 O -14.84 6.41 12.61
3 H -20.31 -3.19 19.26
4 C -22.13 -4.33 13.15
5 H -13.52 0.00 14.71
6 O -17.38 -2.13 19.63
7 O -14.56 2.53 15.10
8 O -17.38 4.98 13.96
9 H -22.27 0.16 13.63
10 H -13.99 0.76 19.67
11 H -14.89 7.07 17.71
12 O -16.22 7.07 15.41
13 H -13.27 7.72 15.30
14 S -18.43 4.71 13.07
15 H -14.53 0.46 16.84
16 O -16.04 -0.34 20.70
17 C -18.10 -3.74 17.26
18 H -11.97 -0.37 15.51
19 H -13.82 6.17 15.60
20 H -17.26 -3.20 15.51
21 O -11.80 -0.16 17.96
22 H -14.25 8.62 13.63
23 N -13.53 0.63 16.73
24 S -20.04 2.65 14.44
25 O -13.41 4.67 15.74
26 H -22.99 -4.60 12.57
27 F -12.28 2.92 14.71
28 H -20.62 4.80 13.51
29 H -17.18 -1.89 16.70
30 C -17.17 -2.95 16.56
31 H -22.57 -2.07 12.46
32 O -18.93 5.61 12.10
33 H -14.06 8.61 17.56
34 H -16.12 -3.29 16.68
35 S -17.56 0.59 17.94
36 H -20.27 -4.60 18.32
37 S -13.65 3.64 14.78
38 H -14.86 9.75 14.73
39 C -20.45 -3.58 18.26
40 F -17.13 0.92 16.37
41 H -13.18 7.13 17.82
42 O -22.07 -3.23 15.26
43 F -15.05 -1.97 19.32
44 O -18.03 -4.84 17.76
45 N -19.49 -3.06 17.28
46 C -14.00 7.54 17.34
47 H -23.35 -0.55 14.85
48 C -13.09 -0.39 15.63
49 C -12.77 0.52 18.06
50 O -18.81 -0.07 17.72
51 C -13.26 1.32 19.10
52 O -12.63 6.30 13.58
53 H -19.38 -2.03 17.28
54 H -21.97 -5.17 13.74
55 H -16.04 9.08 13.72
56 S -13.64 5.68 12.83
57 N -13.95 7.26 15.86
58 H -13.91 2.13 18.78
59 N -22.48 -1.93 13.45
60 F -12.96 5.43 11.42
61 O -17.57 1.80 18.68
62 C -22.28 -3.12 14.03
63 C -15.14 8.84 14.28
64 H -13.43 1.54 16.25
65 O -18.71 2.52 14.86
66 H -13.47 -1.36 16.03
67 F -18.07 3.29 12.43
68 H -21.56 -0.77 14.96
69 N -16.28 -0.36 18.16
70 H -21.50 -3.35 18.02
71 H -19.72 -3.43 16.34
72 C -15.24 7.72 15.24
73 C -22.44 -0.71 14.24
74 N -19.87 4.14 13.72
75 F -20.25 1.75 13.17
76 N -13.87 4.16 13.29
77 S -16.35 -1.16 19.58
78 O -21.19 2.59 15.26
79 H -12.51 1.80 19.69

Record 2
The following is a quantum chemistry calculation of 2 unconnected molecules or ions with the total composition C4H3BrCl2N2 at a distorted geometry, from the Open Molecules 2025 dataset.

Results
Kohn-Sham gap, eV: 9.66

Geometry (Å):
1 C -2.09 -0.14 -0.17
2 Cl 2.50 0.82 -1.75
3 N 0.60 -1.37 1.82
4 Br 1.39 2.61 0.60
5 N 0.16 0.45 -0.88
6 Cl 2.01 -2.39 -0.27
7 C 1.26 -1.72 0.96
8 H -2.85 -0.22 0.59
9 C 1.17 1.18 -0.74
10 C -0.94 0.53 0.00
11 H -2.38 -0.67 -1.05
12 H -0.83 0.94 0.90

Record 3
The following is a quantum chemistry calculation of 2 unconnected molecules or ions with the total composition C6H15NO, from the Open Molecules 2025 dataset.

Results
Relative energy (zero: lowest compared OMol25 entry of this formula, charge and spin), kJ/mol: 119.2
Kohn-Sham gap, eV: 8.99

Geometry (Å):
1 O -1.85 -1.87 -0.51
2 C 1.65 -0.19 -1.61
3 H 2.00 -1.21 -1.50
4 H -1.30 -0.80 2.40
5 H -0.41 1.87 0.18
6 C -2.62 0.21 0.37
7 C 1.96 0.15 0.86
8 N -1.56 -1.49 1.71
9 H -2.75 0.87 1.20
10 H 0.14 -0.37 -0.13
11 H 2.85 0.75 0.68
12 C -2.03 -0.98 0.51
13 C 0.99 0.28 -0.32
14 H -3.02 0.52 -0.58
15 H 0.21 1.95 -1.47
16 H 2.50 0.45 -1.86
17 H 1.49 0.50 1.78
18 H 2.26 -0.88 1.00
19 C 0.48 1.72 -0.44
20 H 1.24 2.43 -0.11
21 H -0.89 -2.23 1.59
22 H 0.94 -0.16 -2.43
23 H -2.29 -1.53 -1.30

Record 4
The following is a quantum chemistry calculation of 6 unconnected molecules or ions with the total composition C24H38N6O8 at a distorted geometry, from the Open Molecules 2025 dataset.

Results
Relative energy (zero: lowest compared OMol25 entry of this formula, charge and spin), kJ/mol: 51.1
Kohn-Sham gap, eV: 7.77

Geometry (Å):
1 C -1.19 -5.04 -2.45
2 N 1.93 1.11 2.92
3 H 3.61 1.46 4.24
4 H 0.19 -1.64 -2.12
5 O -0.12 -4.07 -5.79
6 H 3.21 -2.76 2.46
7 H 1.61 2.99 1.94
8 H 0.51 6.03 2.45
9 O -5.62 2.21 1.69
10 H -0.74 -1.27 -0.70
11 N -4.00 1.16 0.45
12 H -3.74 0.86 2.49
13 C 0.51 5.79 1.41
14 H -1.82 -2.72 -4.84
15 H -2.28 1.48 1.66
16 C -2.80 -2.83 -2.91
17 H -3.81 1.58 -1.59
18 C 1.33 2.42 2.79
19 N 0.08 0.43 -1.62
20 C 1.53 6.14 0.51
21 H 0.26 2.30 2.76
22 H 3.34 -5.26 3.73
23 C -5.13 1.87 0.58
24 C -3.39 0.95 -0.85
25 C -0.66 5.19 0.95
26 H -0.57 1.90 -2.84
27 O 0.24 -0.09 2.01
28 H -1.37 4.86 1.73
29 H 1.87 1.44 -1.36
30 H 0.94 1.19 0.17
31 H 1.55 3.01 3.67
32 O -1.41 0.13 -3.38
33 H 2.07 6.57 -1.52
34 H -3.42 -3.07 -0.91
35 C 1.28 6.15 -0.87
36 C -1.10 -4.30 -3.65
37 H -3.54 -0.10 -1.09
38 C -0.68 0.83 -2.64
39 C 4.92 -5.02 1.25
40 C 0.88 1.37 -0.89
41 H 0.33 2.30 -0.98
42 H 1.92 -5.32 2.68
43 H 2.30 -3.12 1.02
44 H -3.37 -1.90 -2.95
45 N 3.69 -4.62 1.75
46 H -5.67 2.16 -0.36
47 H 1.93 -0.88 2.79
48 C -0.94 5.16 -0.42
49 N -2.13 4.51 -0.93
50 H -2.34 1.22 -0.84
51 O -3.02 4.14 -0.17
52 C -1.96 -3.24 -3.88
53 C 0.18 -0.96 -1.23
54 O 0.91 -5.24 -4.37
55 H 5.37 -4.28 0.54
56 C -2.10 -4.65 -1.54
57 C 3.30 1.11 3.23
58 C 0.01 5.73 -1.33
59 C 1.32 -0.04 2.50
60 C -2.87 -3.52 -1.71
61 H 4.01 -2.79 0.95
62 H 3.92 1.63 2.51
63 N -0.06 -4.56 -4.69
64 C 3.26 -3.31 1.55
65 C 3.00 -5.43 2.72
66 H -2.78 -0.18 1.52
67 H -0.26 5.86 -2.37
68 O 5.50 -5.99 1.64
69 H -0.58 -5.94 -2.28
70 H -2.25 -5.21 -0.62
71 H 3.14 -6.48 2.46
72 H 3.68 0.10 3.22
73 H 2.40 6.62 0.92
74 O -2.15 4.19 -2.10
75 H 1.01 -1.15 -0.60
76 C -3.17 0.85 1.58

Record 5
The following is a quantum chemistry calculation of a single C6H12O molecule, from the Open Molecules 2025 dataset.

Results
Relative energy (zero: lowest compared OMol25 entry of this formula, charge and spin), kJ/mol: 103.9
Kohn-Sham gap, eV: 10.48

Geometry (Å):
1 C -0.51 1.51 0.20
2 H -1.05 -0.48 -1.73
3 H -0.99 1.87 -0.72
4 H -0.07 0.03 2.46
5 C 1.10 0.23 0.04
6 C -0.41 -0.02 0.31
7 H 2.22 -1.10 -1.28
8 H -1.72 -0.45 2.00
9 C 1.73 -0.12 -1.29
10 H -0.37 -1.59 1.82
11 H -0.97 -1.89 -0.66
12 H -2.29 -0.71 -0.50
13 H -0.95 2.04 1.06
14 H 1.75 -0.12 0.86
15 O 0.91 1.66 0.15
16 H 1.01 -0.10 -2.12
17 C -0.66 -0.53 1.73
18 H 2.49 0.64 -1.50
19 C -1.22 -0.82 -0.70

Record 6
The following is a quantum chemistry calculation of a single C21H24N2O5S molecule at a distorted geometry, from the Open Molecules 2025 dataset.

Results
Relative energy (zero: lowest compared OMol25 entry of this formula, charge and spin), kJ/mol: 113.9
Kohn-Sham gap, eV: 8.78

Geometry (Å):
1 O 4.59 0.50 -0.59
2 H 3.63 4.56 -3.20
3 C 2.13 0.14 0.27
4 H -4.94 -2.28 1.34
5 C -1.92 -2.96 4.00
6 C -0.63 -1.14 3.21
7 H -3.62 -3.07 -0.47
8 C 0.76 -1.59 1.18
9 O -1.27 -0.35 3.87
10 O -0.80 -2.46 3.26
11 H 2.21 1.99 1.33
12 H 2.32 1.91 -3.72
13 C 3.65 3.48 -3.04
14 C -1.46 -0.71 -1.60
15 H -0.71 0.53 -3.17
16 H -2.78 0.79 1.13
17 C 2.25 2.88 -3.24
18 O 2.84 0.04 -2.24
19 H 4.07 4.07 -0.98
20 H -1.67 -3.98 4.28
21 C 1.74 2.68 -1.81
22 C -3.13 -2.95 3.04
23 C -3.08 -2.13 -0.52
24 H 4.36 3.04 -3.73
25 N 2.93 2.34 -1.04
26 H 0.52 -0.45 -2.39
27 C 0.39 -0.74 2.21
28 H 4.94 2.61 -1.47
29 S 3.24 0.69 -1.03
30 H 1.02 1.87 -1.72
31 H 1.32 3.60 -1.40
32 C -0.51 -0.45 -2.73
33 H 1.59 3.52 -3.82
34 C 4.01 3.16 -1.58
35 H 0.35 -2.59 1.13
36 O -3.58 -3.97 2.56
37 H -1.15 1.18 -0.65
38 C -2.16 -1.91 -1.52
39 H -3.09 -0.93 3.21
40 C -3.34 -1.16 0.44
41 H -0.62 -1.21 -3.50
42 H -4.94 -0.54 1.75
43 H -2.10 -2.34 4.88
44 H 0.61 1.20 3.09
45 C -4.31 -1.41 1.56
46 C -1.69 0.25 -0.62
47 C 1.79 0.99 1.30
48 H 1.92 -1.77 -0.63
49 C 1.63 -1.15 0.20
50 H -1.99 -2.67 -2.27
51 C -2.62 0.03 0.38
52 C 0.91 0.55 2.28
53 N -3.57 -1.71 2.78

Record 7
The following is a quantum chemistry calculation of a single C7H13NS molecule at a distorted geometry, from the Open Molecules 2025 dataset.

Results
Relative energy (zero: lowest compared OMol25 entry of this formula, charge and spin), kJ/mol: 528.0
Kohn-Sham gap (alpha / beta), eV: 7.72 / 8.04

Geometry (Å):
1 H -3.77 -0.05 -0.22
2 C 1.41 -1.14 0.03
3 H 0.12 0.65 1.42
4 C -3.04 0.49 0.36
5 S -1.10 -2.44 -0.95
6 H 3.52 -0.49 0.15
7 C 0.37 -0.26 -0.60
8 C -0.13 2.17 -0.10
9 C -0.29 0.65 0.34
10 H 2.81 -1.18 1.55
11 H -1.91 -2.72 -2.08
12 H 0.90 2.39 -0.01
13 H -0.36 2.30 -1.16
14 H 0.85 -1.80 0.85
15 H -0.89 2.73 0.56
16 H 1.66 -1.90 -0.62
17 H 0.81 0.32 -1.53
18 H -3.57 0.92 1.28
19 N -0.71 -0.91 -1.29
20 C -1.75 0.28 0.13
21 C 2.61 -0.50 0.75
22 H 2.45 0.48 1.16

Record 8
The following is a quantum chemistry calculation of a molecular structure, C37H48BBr4MnN6O3S at a distorted geometry, from the Open Molecules 2025 dataset.

Results
Multiplicity: 5
Kohn-Sham gap (alpha / beta), eV: 6.28 / 7.78

Geometry (Å):
1 C -1.07 -3.23 -1.74
2 N -0.17 1.06 -1.65
3 H 0.04 3.50 0.37
4 H 3.61 1.08 0.81
5 H 1.25 4.10 -1.67
6 C 4.75 -0.49 -0.11
7 C 2.71 2.88 3.96
8 H -4.94 0.83 -0.65
9 C -0.92 3.72 -0.07
10 C -3.00 -3.40 2.05
11 H -1.31 2.70 -4.24
12 C 4.04 -1.57 -2.31
13 H -3.41 1.22 -1.50
14 H -5.94 1.65 5.22
15 H 0.37 -4.12 2.20
16 S -3.02 0.18 0.62
17 C -5.38 1.37 4.34
18 H -3.03 3.60 -1.80
19 H -0.92 -4.59 3.32
20 H 6.30 -1.47 1.05
21 H -2.33 1.78 2.90
22 Br 1.90 -1.13 4.79
23 C 4.14 0.18 1.12
24 H 0.17 5.50 -1.76
25 H -1.41 -2.27 3.90
26 N 2.38 -0.74 -1.06
27 H -5.72 -0.42 1.48
28 C 5.73 0.48 -0.78
29 C -0.61 0.68 -3.79
30 H 5.03 -1.84 -2.65
31 H -3.23 -3.55 3.11
32 C -1.12 -1.97 2.89
33 C -5.98 0.57 3.37
34 Br 3.44 4.38 4.85
35 C 2.57 1.67 4.62
36 H -3.99 2.25 -0.15
37 O 1.10 -0.28 1.88
38 C 5.51 -1.75 0.35
39 H -1.38 -0.91 -5.02
40 H -1.19 4.74 0.20
41 C -1.20 -3.88 -3.08
42 C -1.19 -2.77 0.44
43 C -1.50 -3.06 1.90
44 C -3.96 0.67 2.08
45 C 2.32 3.00 2.62
46 H 2.22 -1.78 -5.01
47 C 2.66 -2.46 -4.29
48 H 0.24 -1.84 -3.57
49 C -0.93 1.99 -3.53
50 H -1.69 -3.21 -3.79
51 C -0.66 2.21 -2.17
52 C 1.78 1.91 1.97
53 H 0.25 -0.39 -5.44
54 H -3.61 2.42 4.94
55 H -2.15 -4.59 -0.40
56 H 6.54 0.73 -0.08
57 N 1.88 -1.29 -2.19
58 C -0.87 3.60 -1.59
59 H -1.59 -1.01 2.68
60 H 2.03 -3.34 -4.20
61 N -0.41 -2.10 -1.48
62 H -0.94 -5.16 1.64
63 H 3.64 -2.78 -4.67
64 O 1.43 1.87 0.69
65 H 3.45 -0.50 1.61
66 C -5.26 0.21 2.24
67 H -1.13 0.64 -5.84
68 C -1.58 -3.69 -0.54
69 H -0.23 -4.15 -3.48
70 C 0.30 4.47 -2.09
71 H -3.25 -4.32 1.52
72 H 0.37 4.45 -3.18
73 N -0.15 0.14 -2.65
74 H -1.80 -4.78 -2.98
75 C -0.72 -0.04 -5.10
76 H -6.99 0.22 3.50
77 H 4.93 0.46 1.82
78 H -2.20 4.21 -3.23
79 H 5.22 1.40 -1.06
80 C 1.61 0.68 2.65
81 O -1.68 0.80 0.79
82 H -2.30 5.20 -1.78
83 B 0.39 -1.30 -2.53
84 C -4.07 1.81 4.18
85 H 4.84 -2.44 0.85
86 C -3.94 1.24 -0.54
87 C 2.86 -1.79 -2.97
88 C 3.71 -0.90 -1.12
89 H -1.66 3.04 0.36
90 C -2.18 4.18 -2.14
91 Br 2.55 4.59 1.64
92 C 2.03 0.56 3.96
93 H 6.18 0.05 -1.67
94 C -3.35 1.45 3.05
95 N -0.48 -1.78 -0.15
96 C -0.70 -4.31 2.28
97 H 5.97 -2.27 -0.49
98 H -0.05 -1.83 2.88
99 Br 3.13 1.50 6.42
100 Mn 0.55 0.22 0.18
101 H -3.63 -2.61 1.67

Record 9
The following is a quantum chemistry calculation of a single C4H5NO2S molecule at a distorted geometry, from the Open Molecules 2025 dataset.

Results
Relative energy (zero: lowest compared OMol25 entry of this formula, charge and spin), kJ/mol: 290.1
Kohn-Sham gap, eV: 9.97

Geometry (Å):
1 C 1.14 -0.15 -0.69
2 H 1.35 -1.60 1.20
3 C -0.78 0.07 1.09
4 S 2.18 -1.33 0.12
5 O -1.01 -1.31 1.26
6 C -0.10 0.33 -0.22
7 N 1.52 0.36 -1.81
8 H -1.23 -1.78 0.38
9 H -1.29 1.90 -1.24
10 C -0.44 1.20 -1.19
11 O 0.51 1.30 -2.08
12 H -1.75 0.63 1.22
13 H -0.09 0.40 1.94

Record 10
The following is a quantum chemistry calculation of 2 unconnected molecules or ions with the total composition C5H13N2P2S at a distorted geometry, from the Open Molecules 2025 dataset.

Results
Relative energy (zero: lowest compared OMol25 entry of this formula, charge and spin), kJ/mol: 25.7
Net charge: +1
Kohn-Sham gap (alpha / beta), eV: 7.46 / 7.91

Geometry (Å):
1 H -0.35 -0.51 -1.76
2 N 1.40 -0.20 -0.40
3 C 2.23 0.50 -1.34
4 H 2.59 1.57 -1.14
5 C 0.24 -0.98 -0.96
6 H 0.52 1.74 0.09
7 H -1.14 0.16 1.73
8 H -4.60 0.09 -1.88
9 P -3.21 0.09 -1.25
10 H 1.78 0.47 -2.29
11 H 3.24 -0.07 -1.48
12 N -0.63 -1.14 0.12
13 H 1.54 0.02 2.82
14 H 1.94 -0.87 0.19
15 C -3.26 1.12 0.01
16 C -0.70 0.05 0.76
17 H 0.51 -1.92 -1.30
18 S -0.26 -2.53 1.25
19 P 1.77 1.09 1.93
20 C 0.67 0.71 0.53
21 H -1.36 -3.21 1.27
22 H -3.62 1.96 0.72
23 H 0.68 1.84 2.39

Record 11
The following is a quantum chemistry calculation of a molecular structure, C10H11B3BrFO8S at a distorted geometry, from the Open Molecules 2025 dataset.

Results
Net charge: -2
Kohn-Sham gap, eV: 1.86

Geometry (Å):
1 O 0.31 -2.45 -2.58
2 H 1.07 -1.11 1.37
3 S -3.00 -0.11 -0.60
4 Br -0.63 -1.01 -4.91
5 F -2.46 1.31 -0.18
6 C -0.95 3.70 3.23
7 H 0.91 1.33 0.95
8 O 3.17 -3.53 0.40
9 H 1.04 -4.65 -0.78
10 C 2.75 0.35 -1.72
11 B -1.50 -1.01 -1.20
12 H -2.71 2.37 3.24
13 H -0.81 4.79 3.00
14 O -0.68 -0.35 -2.13
15 C 2.20 -1.47 -0.35
16 O -3.54 -0.72 0.57
17 H 3.33 -1.66 -2.15
18 H 0.41 -3.78 0.64
19 H 3.23 0.72 -2.61
20 C 1.54 -0.65 0.52
21 B -0.28 -1.31 -3.01
22 C 2.20 -2.96 -0.05
23 O -3.30 4.32 3.70
24 C 2.82 -1.00 -1.47
25 C 2.07 1.16 -0.87
26 C 0.87 -3.66 -0.34
27 B -0.06 -2.78 -1.27
28 O -1.24 -2.29 -0.75
29 C 1.47 0.70 0.26
30 H -2.68 3.48 1.89
31 H 2.01 2.22 -1.07
32 C -2.56 3.46 3.00
33 O -0.19 2.85 2.53
34 O -4.01 0.08 -1.60
35 H -0.83 3.67 4.34

Record 12
The following is a quantum chemistry calculation of 2 unconnected molecules or ions with the total composition C4H5FN2, from the Open Molecules 2025 dataset.

Results
Relative energy (zero: lowest compared OMol25 entry of this formula, charge and spin), kJ/mol: 395.7
Kohn-Sham gap, eV: 8.38

Geometry (Å):
1 H -3.36 -0.80 -0.97
2 H 2.36 1.34 1.24
3 C 0.41 -0.20 -0.77
4 C 1.82 0.61 0.69
5 N 0.96 -1.24 -0.21
6 H 0.62 1.89 -0.51
7 F -4.32 0.37 0.23
8 C -3.35 -0.50 0.10
9 H -0.33 -0.24 -1.54
10 C 1.85 -0.76 0.70
11 N 0.90 0.95 -0.26
12 H 2.44 -1.42 1.30

no.,E (a.u.)
1,-5051.58408
2,-3758.04583
3,-367.58591
4,-1867.52682
5,-311.01970
6,-1698.56010
7,-727.25802
8,-13863.22592
9,-758.76961
10,-1388.18941
11,-4136.35826
12,-364.65262